# 1
This record from the OMol25 dataset describes 2 unconnected molecules or ions with the total composition C9H14 at a distorted geometry. The level of theory is ωB97M-V/def2-TZVPD.

Expectation value of S²: 0.762
E_HOMO (alpha / beta): 1.07 / -3.08 eV
Spin multiplicity: 2
HOMO-LUMO gap (alpha / beta): 2.5052 / 6.6028 eV
Energy: -351.2567 hartree
Total charge: -1
LUMO level (alpha / beta): 3.572 / 3.526 eV
Energy above the lowest of the compared OMol25 structures with the same formula, charge and spin: 59.3 kJ/mol

XYZ file:
```
23
C9H14 | the OMol25 dataset | ωB97M-V/def2-TZVPD
C -4.1599 1.5053 -0.4289
C -4.0062 0.0078 -0.2608
H -4.4880 2.0441 0.4482
H -3.2665 2.0079 -0.8075
H -4.8787 1.6950 -1.2335
H -3.3054 -0.4690 -0.9472
H -5.0056 -0.4513 -0.2959
H -3.6991 -0.4608 0.6811
C 2.3275 1.4290 -1.4010
C 0.8250 -1.5599 1.3817
C 2.2092 -1.3333 1.2181
C -0.1100 -0.8516 0.5406
C 2.6482 -0.3459 0.3567
C 0.4046 0.0358 -0.3988
C 1.7411 0.3912 -0.5059
H 0.3885 -2.2747 2.0621
H 2.9617 -1.9781 1.6544
H -1.1754 -0.8843 0.7208
H 3.7200 -0.1876 0.2290
H -0.2866 0.5457 -1.0791
H 2.7947 0.9472 -2.2819
H 3.0646 2.0273 -0.8504
H 1.6361 2.1773 -1.7958
```

# 2
This record from the OMol25 dataset describes a single C7H8ClF3N2 molecule at a distorted geometry. The level of theory is ωB97M-V/def2-TZVPD.

E_HOMO: -8.53 eV
HOMO-LUMO gap: 8.4364 eV
Energy: -1140.7362 hartree
SMILES string: NC/C(=N/C=C\C=C\Cl)C(F)(F)F
Total charge: 0
LUMO level: -0.089 eV
Energy above the lowest of the compared OMol25 structures with the same formula, charge and spin: 112.2 kJ/mol

XYZ file:
```
21
C7H8ClF3N2 | the OMol25 dataset | ωB97M-V/def2-TZVPD
N 0.4670 0.8834 2.6742
C -0.3295 -0.0204 1.9038
C -0.7384 0.2591 0.3995
N -0.1481 1.2937 -0.1113
C 0.1702 1.5099 -1.4226
C 0.8290 0.6173 -2.2026
C 0.9657 -0.7674 -1.6716
C 1.4891 -0.9795 -0.4876
Cl 1.4982 -2.5858 0.1704
C -1.7910 -0.6029 -0.2176
F -1.2491 -1.6820 -0.8613
F -2.6994 -1.0298 0.6521
F -2.4996 0.1568 -1.1394
H 0.0142 1.6554 3.0370
H 1.2479 1.1049 2.0029
H -1.2838 -0.3076 2.3558
H 0.1617 -1.0373 1.7889
H 0.2863 2.5437 -1.6707
H 1.1176 1.0149 -3.2385
H 0.6305 -1.7353 -2.1756
H 1.8615 -0.2909 0.2141
```

# 3
This record from the OMol25 dataset describes a molecular structure, C4H5O5ReSbSe4. The level of theory is ωB97M-V/def2-TZVPD.

Expectation value of S²: 0.785
E_HOMO (alpha / beta): -7.27 / -7.28 eV
Spin multiplicity: 2
HOMO-LUMO gap (alpha / beta): 5.1359 / 5.2138 eV
Energy: -10455.7821 hartree
Total charge: 0
LUMO level (alpha / beta): -2.129 / -2.064 eV
Energy above the lowest of the compared OMol25 structures with the same formula, charge and spin: 0.0 kJ/mol

XYZ file:
```
20
C4H5O5ReSbSe4 | the OMol25 dataset | ωB97M-V/def2-TZVPD
Re -0.4960 0.4119 -1.0290
O -2.2686 -3.0987 0.3097
C -1.5150 -2.0649 0.0887
O -1.9184 -1.0682 -0.5158
C -0.1264 -2.1660 0.6502
O 0.5975 -1.0090 0.2578
C 1.9346 -1.1685 -0.3010
C 1.8808 -0.9984 -1.8187
O 2.6102 -1.5910 -2.5506
O 0.9411 -0.1221 -2.2155
H -3.1679 -2.9445 -0.0318
H 0.3504 -3.0946 0.3332
H -0.2236 -2.1813 1.7398
H 2.3678 -2.1248 -0.0217
H 2.5191 -0.3559 0.1289
Se -2.4297 5.3778 -0.2137
Sb -0.7028 5.3872 1.4855
Se -0.7851 2.4786 -0.4661
Se 1.2763 6.6714 1.0795
Se -0.8442 3.6609 3.0908
```

# 4
This record from the OMol25 dataset describes a molecular structure, C4H4F12O14S4Zn at a distorted geometry. The level of theory is ωB97M-V/def2-TZVPD.

E_HOMO: -4.30 eV
HOMO-LUMO gap: 8.0293 eV
Energy: -5778.9465 hartree
Total charge: -2
LUMO level: 3.729 eV
Energy above the lowest of the compared OMol25 structures with the same formula, charge and spin: 67.8 kJ/mol

XYZ file:
```
39
C4H4F12O14S4Zn | the OMol25 dataset | ωB97M-V/def2-TZVPD
Zn 0.5340 -0.2961 0.5926
C -3.3259 1.1671 -1.3366
F -4.0527 1.6731 -2.3348
F -3.4257 2.0153 -0.3004
F -3.8523 -0.0009 -0.9644
S -1.5423 0.9752 -1.8380
O -0.9730 0.4439 -0.5938
O -1.5107 0.0427 -2.9371
O -1.1563 2.3329 -2.1811
C -2.1935 -3.6211 0.2680
F -3.0513 -3.0050 -0.5208
F -2.2257 -3.0556 1.5024
F -2.5973 -4.8901 0.4225
S -0.4498 -3.5374 -0.4376
O -0.6588 -3.6178 -1.8611
O 0.0196 -2.2464 0.0810
O 0.2664 -4.6573 0.1511
C -0.3385 3.3692 2.4481
F -1.1598 2.3050 2.5594
F -0.8634 4.2294 1.5819
F -0.3007 3.9720 3.6441
S 1.3724 2.7913 1.8986
O 2.0123 2.5067 3.1630
O 1.0779 1.6139 1.0922
O 1.8863 3.9107 1.1403
C 3.2391 1.0801 -2.6089
F 3.7639 1.8141 -1.6236
F 2.2382 1.7356 -3.1675
F 4.2073 0.9181 -3.5454
S 2.7651 -0.6379 -2.0032
O 1.8165 -0.3454 -0.9277
O 2.1571 -1.2699 -3.1473
O 4.0294 -1.1647 -1.5537
O 1.7755 -1.2011 1.9191
H 1.8768 -1.3162 2.8669
H 2.1215 -2.0080 1.5096
O -1.0199 -0.5111 2.0288
H -1.1037 -0.1021 2.8964
H -1.3579 -1.4123 2.1169
```

# 5
This record from the OMol25 dataset describes a molecular structure, C4H2BaLiO2 at a distorted geometry. The level of theory is ωB97M-V/def2-TZVPD.

E_HOMO: -9.62 eV
HOMO-LUMO gap: 5.1364 eV
Energy: -336.8296 hartree
Total charge: +1
LUMO level: -4.486 eV
Energy above the lowest of the compared OMol25 structures with the same formula, charge and spin: 0.0 kJ/mol

XYZ file:
```
10
C4H2BaLiO2 | the OMol25 dataset | ωB97M-V/def2-TZVPD
C 1.8836 2.1748 -1.4955
C 2.1703 1.1815 -0.7377
O 1.6521 3.0530 -2.2670
Li 0.4978 4.2101 -3.1362
H 3.1553 1.1250 -0.2646
C -3.0472 -2.7287 2.4211
C -2.0404 -2.6483 1.7361
O -1.0311 -2.4951 1.0001
Ba 0.6972 -1.0477 -0.2672
H -3.9377 -2.8246 3.0108
```

# 6
This record from the OMol25 dataset describes 10 unconnected molecules or ions with the total composition C30H59N3O21 at a distorted geometry. The level of theory is ωB97M-V/def2-TZVPD.

E_HOMO: -9.45 eV
HOMO-LUMO gap: 9.6806 eV
Energy: -2922.7616 hartree
SMILES string: COC(=O)OC.COC(=O)OC.COC(=O)OC.COC(=O)OC.COC(=O)OC.COC(=O)OC.COCCOCCOC.CC#N.CC#N.CC#N
Total charge: 0
LUMO level: 0.234 eV

XYZ file:
```
113
C30H59N3O21 | the OMol25 dataset | ωB97M-V/def2-TZVPD
C -5.3874 1.4672 -0.9909
O -5.1943 2.5335 -0.0952
C -4.1512 2.4525 0.7255
O -3.3696 1.5435 0.7747
O -4.1600 3.5496 1.4711
C -3.2522 3.5589 2.6044
H -5.7806 0.5705 -0.4977
H -4.4975 1.2021 -1.5522
H -6.1762 1.7034 -1.7039
H -2.9652 4.5981 2.7336
H -2.3754 2.9581 2.3793
H -3.7935 3.1933 3.4698
C 4.6419 -1.5928 -1.1198
O 5.8739 -1.7252 -0.3843
C 6.8520 -0.9059 -0.7208
O 6.8409 -0.1055 -1.6188
O 7.8717 -1.1086 0.1144
C 8.9961 -0.2623 -0.1035
H 4.4281 -0.5471 -1.3229
H 3.8985 -1.9603 -0.4191
H 4.7059 -2.1853 -2.0268
H 9.7247 -0.5340 0.6549
H 8.7205 0.7815 0.0576
H 9.4090 -0.3820 -1.1016
C 2.0351 -0.1781 -3.7931
O 3.1760 -0.9628 -4.0975
C 3.3573 -1.3894 -5.3363
O 2.6941 -1.0912 -6.2937
O 4.3962 -2.2140 -5.3293
C 4.7527 -2.7679 -6.5877
H 1.1368 -0.7852 -3.6858
H 1.8768 0.6326 -4.5028
H 2.2330 0.2728 -2.8232
H 5.1153 -2.0072 -7.2778
H 3.9165 -3.2945 -7.0488
H 5.5428 -3.4875 -6.3927
C -2.4793 -0.4918 -1.7849
O -3.4440 -1.5049 -1.8829
C -4.1456 -1.5354 -3.0176
O -4.0274 -0.7787 -3.9444
O -5.0070 -2.5452 -2.9429
C -5.9247 -2.6468 -4.0409
H -2.7793 0.4543 -2.2361
H -1.5152 -0.7313 -2.2408
H -2.2758 -0.2451 -0.7492
H -5.4304 -3.0854 -4.9060
H -6.3414 -1.6778 -4.3070
H -6.7241 -3.2997 -3.7036
C -1.5865 -1.9078 4.0185
O -0.7875 -3.0256 3.7064
C -0.6135 -3.3324 2.4238
O -1.1274 -2.7906 1.4780
O 0.1635 -4.4127 2.3898
C 0.6843 -4.8463 1.1234
H -2.5892 -2.2413 4.2926
H -1.6888 -1.2128 3.1936
H -1.1111 -1.3953 4.8494
H -0.1245 -5.2453 0.5159
H 1.4552 -5.5624 1.3748
H 1.1377 -4.0118 0.5856
C -6.3829 1.5572 4.7921
O -6.4102 0.7662 3.6104
C -5.2435 0.2470 3.2402
O -4.1686 0.5641 3.6950
O -5.4830 -0.6184 2.2729
C -4.3851 -1.2878 1.6597
H -6.2149 0.9380 5.6775
H -7.3534 2.0285 4.8980
H -5.5903 2.3025 4.7419
H -4.5666 -2.3513 1.7710
H -3.4684 -1.0060 2.1666
H -4.2724 -0.9848 0.6241
C -1.3807 3.6383 -1.7643
O -0.2516 3.2550 -1.0353
C 0.1390 4.2463 -0.1085
C 1.0652 3.6859 0.9311
O 2.1828 3.1096 0.3461
C 3.0115 2.4704 1.2860
C 4.3244 2.1340 0.6384
O 4.9514 3.3374 0.2586
C 6.2137 3.1338 -0.3280
H -1.1709 4.5923 -2.2696
H -2.2819 3.7496 -1.1441
H -1.6115 2.8979 -2.5287
H -0.7365 4.7318 0.3505
H 0.6277 5.0657 -0.6637
H 0.4822 3.0280 1.5888
H 1.3366 4.5781 1.5257
H 2.5179 1.5613 1.6694
H 3.1720 3.0695 2.1984
H 4.0954 1.5203 -0.2453
H 4.9523 1.5938 1.3592
H 6.1436 2.5439 -1.2528
H 6.9030 2.5578 0.3140
H 6.6702 4.0981 -0.5326
C -0.4241 0.2308 1.2578
C 0.5236 -0.3450 0.3220
N 1.3004 -0.6796 -0.4511
H -0.1673 -0.0566 2.2736
H -1.4053 -0.2072 1.0710
H -0.5727 1.3011 1.1737
C 1.4126 -4.4620 -2.4768
C 2.1081 -5.6034 -1.9252
N 2.6698 -6.5115 -1.5103
H 1.4386 -3.6073 -1.7982
H 0.3554 -4.7058 -2.5952
H 1.8734 -4.1722 -3.4129
C -2.2453 1.4099 6.4203
C -1.4129 1.4664 5.2076
N -0.7782 1.5190 4.2517
H -1.6110 1.6565 7.2691
H -2.6553 0.4079 6.5089
H -3.0372 2.1469 6.3165
```

# 7
This record from the OMol25 dataset describes a molecular structure, C2F6NO4PmS2 at a distorted geometry. The level of theory is ωB97M-V/def2-TZVPD.

Expectation value of S²: 6.038
E_HOMO (alpha / beta): -9.84 / -9.85 eV
Spin multiplicity: 5
HOMO-LUMO gap (alpha / beta): 6.3110 / 7.1394 eV
Energy: -2435.7882 hartree
Total charge: 0
LUMO level (alpha / beta): -3.525 / -2.709 eV

XYZ file:
```
16
C2F6NO4PmS2 | the OMol25 dataset | ωB97M-V/def2-TZVPD
O -0.0046 2.0937 1.5131
Pm -0.9870 0.7055 -0.2956
N 0.2431 -1.1977 -1.2711
S 1.5617 2.3751 1.6585
O 1.8274 3.8449 1.5425
C 1.6781 2.1091 3.5153
F 2.6389 1.2191 3.7567
F 0.5332 1.6323 3.9932
F 1.9720 3.2353 4.1497
S -0.9697 -2.0621 -1.5221
O -2.2400 -1.2704 -1.1299
O -1.0348 -3.4714 -1.0731
C -1.2580 -2.2670 -3.3590
F -1.6753 -1.1245 -3.9028
F -0.1178 -2.6167 -3.9565
F -2.1672 -3.2052 -3.6189
```

# 8
This record from the OMol25 dataset describes 3 unconnected molecules or ions with the total composition C22H48N2O3P. The level of theory is ωB97M-V/def2-TZVPD.

Expectation value of S²: 2.008
E_HOMO (alpha / beta): -9.20 / -10.43 eV
Spin multiplicity: 3
HOMO-LUMO gap (alpha / beta): 5.7863 / 7.0167 eV
Energy: -1543.2352 hartree
Total charge: +1
LUMO level (alpha / beta): -3.413 / -3.413 eV

XYZ file:
```
76
C22H48N2O3P | the OMol25 dataset | ωB97M-V/def2-TZVPD
O 5.6538 0.4059 1.1082
C 6.6450 0.1564 0.1317
C 6.2380 0.6952 -1.2372
C 6.5520 2.1793 -1.4312
C 8.0092 2.3785 -1.8915
P 8.4266 4.1183 -1.8780
H 5.6419 1.3323 1.3335
H 7.5998 0.5972 0.4481
H 6.7658 -0.9232 0.0937
H 5.1568 0.5828 -1.3222
H 6.6763 0.1057 -2.0464
H 5.8859 2.5910 -2.1929
H 6.3821 2.7325 -0.5031
H 8.7315 1.8329 -1.2844
H 8.1391 2.0671 -2.9305
H 7.9302 4.7477 -0.7452
H 7.8030 4.7457 -2.9471
H 9.7874 4.3923 -1.9568
C -0.5744 2.5273 -0.4721
C 0.6292 2.1616 -1.3545
C 0.1841 1.4724 -2.6468
C -0.3112 0.0433 -2.4344
C 0.7295 -0.7920 -1.6915
C 1.1729 -0.1617 -0.3699
N 1.5979 1.2507 -0.6499
O 2.7803 1.3280 -1.1348
C 0.0461 -0.2350 0.6661
C 2.3584 -0.9143 0.2156
C 1.3631 3.4550 -1.6812
H -1.3544 1.7723 -0.4616
H -0.2617 2.7176 0.5547
H -1.0308 3.4385 -0.8566
H 1.0319 1.4533 -3.3392
H -0.5922 2.0845 -3.1107
H -1.2596 0.0421 -1.8914
H -0.5206 -0.4145 -3.4021
H 0.3357 -1.7882 -1.4774
H 1.6088 -0.9267 -2.3295
H 0.2746 0.3710 1.5437
H -0.0649 -1.2675 0.9990
H -0.9239 0.0650 0.2839
H 3.2038 -0.9469 -0.4673
H 2.0498 -1.9385 0.4238
H 2.6943 -0.4609 1.1484
H 1.7427 3.9261 -0.7730
H 0.6629 4.1406 -2.1574
H 2.1956 3.2893 -2.3599
C -3.5800 -3.4939 1.1537
C -4.0602 -2.0624 0.8589
C -3.6005 -1.0988 1.9546
C -4.3507 -1.2901 3.2722
C -5.8615 -1.1974 3.0534
C -6.3808 -2.1572 1.9803
N -5.5481 -1.9762 0.7467
O -5.9329 -1.0055 0.0137
C -6.3627 -3.6078 2.4803
C -7.8199 -1.8167 1.6224
C -3.4637 -1.6605 -0.4809
H -3.6414 -3.7692 2.2023
H -4.1469 -4.2203 0.5716
H -2.5314 -3.5825 0.8690
H -3.7502 -0.0700 1.6105
H -2.5250 -1.2316 2.1008
H -4.0857 -2.2451 3.7327
H -4.0411 -0.5186 3.9790
H -6.3979 -1.3991 3.9830
H -6.1124 -0.1750 2.7551
H -6.5458 -4.2999 1.6580
H -7.1617 -3.7356 3.2099
H -5.4401 -3.8959 2.9742
H -7.9289 -0.7802 1.3167
H -8.4458 -1.9877 2.4984
H -8.1785 -2.4518 0.8120
H -3.8236 -2.3082 -1.2812
H -2.3784 -1.7611 -0.4214
H -3.6968 -0.6319 -0.7483
```